Entry 1:
11
Properties=species:S:1:pos:R:3:mulliken_charge:R:1 method="wB97M-V/def2-TZVPD" relative_energy_kcal_mol=4.78 e_tot_ev=-5725.0344 spin_multiplicity=1 smiles="NC=O.C" gap_ev=11.07 total_charge=0 homo_energy_ev=-10.1
N -0.33691 -2.39437 -2.17903 -0.396
C 0.97943 -2.40052 -1.80568 0.115
O 1.51773 -1.45387 -1.28985 -0.513
H -0.82693 -3.26678 -2.28563 0.242
H -0.81715 -1.63176 -1.72505 0.248
H 1.55095 -3.33633 -1.93849 0.304
C -0.39614 2.85398 2.25032 -0.932
H -0.10869 3.87642 2.54323 0.240
H -1.20020 3.07538 1.55939 0.242
H 0.51248 2.41775 1.85448 0.223
H -0.87457 2.26010 3.01630 0.228

---

Entry 2:
30
Properties=species:S:1:pos:R:3:mulliken_charge:R:1 method="wB97M-V/def2-TZVPD" relative_energy_kcal_mol=1.14 e_tot_ev=-19055.9241 spin_multiplicity=1 smiles=C[C@H](O)CNCCOc1nc(N)[nH][nH+]1 gap_ev=8.78 total_charge=+1 homo_energy_ev=-11.9
C 3.70084 -1.25131 1.12941 -1.074
C 3.87102 -0.59458 -0.28045 0.423
O 5.21014 -0.30752 -0.60796 -0.536
C 2.95958 0.67211 -0.30857 -1.280
N 1.58079 0.21778 -0.04960 -0.266
C 0.65397 1.33489 0.20590 -0.467
C -0.71869 0.89732 -0.33079 -0.573
O -1.82474 1.47681 0.43693 -0.336
C -2.86686 0.68910 0.35514 0.531
N -3.28546 0.29442 -0.84614 -0.421
C -4.32590 -0.51989 -0.56474 0.423
N -5.01934 -1.14037 -1.53780 -0.385
N -4.50883 -0.58250 0.74353 -0.052
N -3.56894 0.17814 1.34599 -0.020
H 4.69156 -1.46393 1.54832 0.405
H 3.17259 -0.57948 1.82114 0.251
H 3.09933 -2.16056 1.02403 0.230
H 3.39854 -1.28324 -1.00149 0.244
H 5.34327 0.64211 -0.49080 0.342
H 2.99489 1.08843 -1.33712 0.459
H 3.31340 1.44316 0.39017 0.525
H 1.27332 -0.19463 -0.93069 0.234
H 0.61087 1.46729 1.30030 0.272
H 0.99051 2.29382 -0.22250 0.333
H -0.75491 -0.19570 -0.19574 0.417
H -0.77429 1.08187 -1.40979 0.309
H -5.41453 -0.56394 -2.26516 0.253
H -5.17144 -2.13590 -1.49030 0.245
H -5.20903 -1.12779 1.23162 0.251
H -3.42170 0.32412 2.33720 0.262